1.
{
  "formula": "C13H22AuN3O3",
  "method": "ωB97M-V/def2-TZVPD",
  "total_energy_ha": -1033.64076,
  "gap_ev": 7.05,
  "e_above_lowest_kj_mol": 0.00,
  "charge": 2,
  "e_homo_ev": -14.84,
  "symbols": ["Au", "N", "C", "C", "N", "C", "C", "N", "H", "H", "H", "H", "H", "H", "H", "H", "H", "H", "H", "H", "H", "C", "O", "C", "C", "C", "C", "C", "C", "O", "C", "O", "C", "H", "H", "H", "H", "H", "H", "H", "H", "H"],
  "positions_angstrom": [[0.129, 0.293, -0.002], [-1.821, 1.293, -0.262], [-3.009, 0.521, 0.191], [-2.885, -0.944, -0.196], [-1.588, -1.508, 0.198], [-1.407, -1.972, 1.581], [-1.048, -0.822, 2.521], [0.115, -0.025, 2.012], [-1.841, 1.417, -1.274], [-1.829, 2.222, 0.150], [-3.083, 0.643, 1.268], [-3.922, 0.932, -0.239], [-3.727, -1.494, 0.233], [-2.954, -1.032, -1.281], [-1.344, -2.246, -0.449], [-2.291, -2.483, 1.972], [-0.590, -2.695, 1.576], [-1.877, -0.135, 2.650], [-0.801, -1.216, 3.507], [0.200, 0.850, 2.527], [0.990, -0.531, 2.165], [7.495, -0.226, -2.209], [6.415, -0.221, -1.253], [5.178, -0.109, -1.669], [4.809, 0.000, -3.038], [3.498, 0.117, -3.353], [2.462, 0.157, -2.362], [1.133, 0.326, -2.731], [0.628, 0.351, -4.139], [0.131, 0.482, -1.913], [2.871, 0.037, -0.989], [2.052, 0.027, 0.064], [4.202, -0.102, -0.674], [8.399, -0.303, -1.618], [7.502, 0.702, -2.778], [7.411, -1.086, -2.871], [5.553, -0.012, -3.820], [3.244, 0.199, -4.398], [1.406, 0.350, -4.888], [-0.008, 1.225, -4.278], [0.001, -0.532, -4.283], [4.496, -0.200, 0.362]],
  "mulliken_charge": [1.197, -0.490, -0.560, -0.637, -0.124, -0.688, -0.489, -0.537, 0.332, 0.288, 0.257, 0.431, 0.337, 0.405, 0.218, 0.331, 0.411, 0.214, 0.443, 0.365, 0.415, -0.880, -0.398, 0.696, -0.813, -1.309, -0.145, 1.683, -1.319, -0.681, 0.885, -0.836, -0.296, 0.260, 0.381, 0.380, 0.510, 0.209, 0.344, 0.357, 0.351, 0.501]
}



2.
{
  "formula": "C13H22BF4NO3PdSe2",
  "method": "ωB97M-V/def2-TZVPD",
  "total_energy_ha": -6143.66516,
  "gap_ev": [6.43, 6.61],
  "e_above_lowest_kj_mol": 0.00,
  "charge": 2,
  "e_homo_ev": [-14.65, -14.65],
  "symbols": ["Pd", "C", "O", "C", "C", "C", "C", "C", "C", "O", "C", "O", "C", "H", "H", "H", "H", "H", "H", "H", "H", "H", "C", "Se", "C", "C", "Se", "C", "H", "H", "H", "H", "H", "H", "H", "H", "H", "H", "F", "B", "F", "F", "F", "N", "H", "H", "H"],
  "positions_angstrom": [[-0.735, 0.185, -1.731], [-0.070, -1.827, 5.149], [-0.629, -0.522, 4.992], [-0.495, 0.114, 3.840], [-1.085, 1.379, 3.757], [-1.009, 2.097, 2.595], [-0.339, 1.630, 1.445], [-0.349, 2.449, 0.227], [-0.893, 3.838, 0.284], [0.091, 2.040, -0.863], [0.244, 0.365, 1.579], [0.850, -0.235, 0.443], [0.184, -0.395, 2.724], [-0.317, -2.129, 6.160], [1.014, -1.792, 5.026], [-0.521, -2.526, 4.442], [-1.611, 1.761, 4.620], [-1.496, 3.060, 2.557], [-0.395, 4.430, 1.051], [-1.959, 3.805, 0.525], [-0.768, 4.306, -0.687], [0.617, -1.386, 2.745], [-0.524, -2.758, -3.802], [-0.130, -2.133, -2.010], [1.830, -2.117, -2.084], [2.505, -2.189, -0.723], [2.566, -0.624, 0.449], [3.174, 0.730, -0.768], [-0.043, -2.145, -4.560], [-1.608, -2.696, -3.881], [-0.196, -3.791, -3.882], [2.175, -1.276, -2.682], [2.114, -3.036, -2.601], [3.568, -2.415, -0.851], [2.072, -2.962, -0.084], [4.191, 0.476, -1.066], [3.169, 1.668, -0.215], [2.489, 0.778, -1.612], [-3.078, -0.601, -2.313], [-3.264, -0.043, -1.028], [-4.390, -0.381, -0.408], [-2.990, 1.335, -1.117], [-2.054, -0.546, -0.239], [-0.470, 0.902, -3.606], [0.016, 0.332, -4.290], [-0.024, 1.817, -3.577], [-1.431, 1.027, -3.928]],
  "mulliken_charge": [0.965, -0.806, -0.415, 0.543, -1.227, -1.215, 0.388, 1.524, -1.956, -0.739, 0.531, 0.538, -0.353, 0.255, 0.345, 0.338, 0.494, 0.484, 0.500, 0.470, 0.393, 0.417, -1.130, 0.321, -0.880, -0.851, 0.534, -0.931, 0.382, 0.349, 0.403, 0.423, 0.508, 0.547, 0.482, 0.466, 0.385, 0.159, -0.326, 0.457, -0.217, -0.339, -0.410, -0.684, 0.261, 0.297, 0.322]
}



3.
{
  "formula": "C13H22ClI2NOPPr",
  "method": "ωB97M-V/def2-TZVPD",
  "total_energy_ha": -2551.92575,
  "spin_multiplicity": 3,
  "gap_ev": [7.42, 7.61],
  "e_above_lowest_kj_mol": 41.28,
  "charge": 2,
  "s2": 2.0049,
  "e_homo_ev": [-14.61, -14.61],
  "symbols": ["I", "I", "Pr", "P", "C", "C", "H", "H", "H", "C", "H", "H", "H", "H", "H", "H", "C", "O", "Cl", "C", "N", "C", "C", "C", "C", "C", "C", "C", "C", "H", "H", "H", "H", "H", "H", "H", "H", "H", "H", "H", "H", "H"],
  "positions_angstrom": [[-2.308, -1.467, -0.029], [-2.356, 1.076, -0.308], [2.106, -0.420, 0.336], [0.496, -0.070, -2.390], [-1.164, 0.007, -3.179], [1.168, 1.393, -3.279], [2.215, -1.613, -3.039], [1.204, -1.202, -4.475], [0.599, -2.333, -3.205], [1.195, -1.433, -3.399], [2.157, 1.609, -2.863], [1.246, 1.215, -4.364], [-1.011, 0.022, -4.267], [-1.699, 0.911, -2.842], [0.527, 2.260, -3.064], [-1.782, -0.848, -2.892], [-5.186, 0.497, 0.045], [-6.191, 0.032, -0.180], [4.290, 0.561, -0.417], [-2.382, 0.140, 4.007], [-1.935, -1.188, 4.486], [-3.045, -2.170, 4.270], [-0.647, -1.660, 3.792], [0.407, -0.578, 3.856], [0.652, -0.084, 5.165], [1.490, 1.015, 5.373], [2.055, 1.636, 4.272], [1.897, 1.094, 2.969], [1.122, -0.036, 2.767], [-2.509, 0.100, 2.916], [-1.662, 0.917, 4.266], [-3.335, 0.394, 4.485], [-1.748, -1.099, 5.505], [-3.176, -2.253, 3.177], [-2.743, -3.131, 4.703], [-3.967, -1.815, 4.758], [-0.357, -2.568, 4.352], [-0.921, -1.882, 2.754], [0.137, -0.506, 6.053], [1.653, 1.406, 6.386], [2.727, 2.473, 4.417], [2.353, 1.605, 2.105]],
  "mulliken_spin": [0.000, 0.000, 2.047, -0.006, -0.001, 0.000, 0.000, 0.000, 0.000, 0.000, 0.000, 0.000, 0.000, 0.000, 0.000, 0.000, 0.000, 0.000, -0.019, 0.000, 0.000, 0.000, -0.001, 0.004, -0.002, 0.001, 0.000, 0.002, -0.025, 0.000, 0.000, 0.000, 0.000, 0.000, 0.000, 0.000, 0.000, 0.000, 0.000, 0.000, 0.000, -0.001]
}